No. 1
C100H206As3F18N10 | ωB97M-V/def2-TZVPD

Properties
ΔE to the lowest compared entry with this formula, charge and spin ... 0.0000 eV
Molecular weight ... 2115.5 g/mol
E_tot ... -12984.1706 Eh
Charge ... +7
Gap between HOMO and LUMO ... 7.012 eV
Multiplicity ... 1

Geometry as XYZ:
```
337
Properties=species:S:1:pos:R:3:lowdin_charge:R:1
C 6.025 -4.718 3.950 -0.10
C 4.822 -4.118 4.731 -0.24
C 3.630 -5.122 4.685 -0.17
C 3.160 -5.204 3.207 -0.12
N 1.729 -5.653 3.211 -0.21
C 1.275 -5.663 1.781 -0.10
C 0.992 -7.130 1.533 -0.13
C 0.454 -7.615 2.878 -0.11
C 1.636 -7.076 3.719 -0.08
C 0.702 -4.857 4.072 -0.11
C 0.693 -3.341 3.851 -0.21
C -0.618 -2.787 4.512 -0.05
H 6.213 -5.752 4.292 0.09
H 6.936 -4.146 4.101 0.07
H 5.876 -4.796 2.875 0.06
H 4.588 -3.146 4.307 0.09
H 5.102 -3.968 5.810 0.12
H 2.807 -4.678 5.279 0.10
H 3.872 -6.035 5.167 0.11
H 3.714 -5.942 2.658 0.13
H 3.295 -4.169 2.809 0.14
H 0.443 -4.997 1.705 0.10
H 2.102 -5.295 1.191 0.12
H 0.330 -7.245 0.685 0.11
H 1.997 -7.624 1.431 0.14
H -0.524 -7.212 3.165 0.11
H 0.344 -8.688 2.942 0.13
H 1.417 -7.120 4.772 0.14
H 2.527 -7.575 3.383 0.13
H 0.924 -5.023 5.130 0.12
H -0.272 -5.300 3.891 0.12
H 0.768 -3.094 2.788 0.09
H 1.653 -2.890 4.136 0.10
H -0.557 -1.705 4.674 0.08
H -0.849 -3.394 5.375 0.08
H -1.428 -2.941 3.835 0.04
C -6.312 3.261 -2.240 -0.09
C -5.020 3.558 -1.444 -0.22
C -5.465 4.006 -0.037 -0.17
C -6.293 5.350 -0.058 -0.07
N -6.666 5.871 1.346 -0.24
C -7.398 7.112 1.086 -0.11
C -6.369 8.041 0.464 -0.14
C -5.112 7.701 1.244 -0.12
C -5.393 6.358 1.973 -0.08
C -7.341 4.905 2.299 -0.12
C -8.718 4.434 1.835 -0.17
C -9.173 3.258 2.775 -0.06
H -7.021 2.742 -1.599 0.06
H -6.223 2.642 -3.127 0.08
H -6.910 4.132 -2.533 0.08
H -4.357 4.373 -1.844 0.12
H -4.361 2.682 -1.419 0.09
H -4.560 4.279 0.510 0.09
H -6.018 3.233 0.518 0.11
H -7.234 5.166 -0.581 0.12
H -5.849 6.227 -0.544 0.11
H -7.762 7.480 2.021 0.15
H -8.226 6.904 0.426 0.14
H -6.692 9.057 0.607 0.13
H -6.273 7.817 -0.619 0.12
H -4.933 8.429 2.038 0.12
H -4.231 7.716 0.612 0.11
H -5.619 6.591 3.033 0.15
H -4.676 5.568 1.866 0.11
H -7.350 5.392 3.276 0.14
H -6.597 4.119 2.419 0.12
H -8.758 4.147 0.756 0.12
H -9.414 5.277 1.986 0.12
H -10.113 3.478 3.212 0.07
H -8.437 3.092 3.528 0.05
H -9.310 2.315 2.227 0.07
C 12.696 -2.065 -3.668 -0.11
C 11.584 -1.268 -4.322 -0.20
C 10.289 -1.950 -3.740 -0.19
C 9.915 -1.287 -2.451 -0.08
N 8.464 -1.826 -2.020 -0.21
C 8.198 -1.191 -0.668 -0.07
C 6.728 -0.768 -0.742 -0.14
C 6.185 -1.177 -2.097 -0.15
C 7.482 -1.260 -2.965 -0.11
C 8.335 -3.297 -1.976 -0.13
C 9.438 -4.091 -1.208 -0.19
C 9.062 -5.602 -1.238 -0.08
H 13.677 -1.743 -4.037 0.09
H 12.643 -3.166 -3.830 0.10
H 12.628 -1.855 -2.620 0.06
H 11.680 -1.399 -5.383 0.11
H 11.679 -0.252 -4.035 0.10
H 10.536 -3.032 -3.664 0.12
H 9.452 -1.894 -4.422 0.10
H 9.907 -0.189 -2.513 0.15
H 10.590 -1.576 -1.634 0.13
H 8.443 -1.904 0.109 0.12
H 8.830 -0.346 -0.548 0.12
H 6.203 -1.094 0.114 0.10
H 6.647 0.364 -0.788 0.14
H 5.619 -2.125 -2.194 0.12
H 5.501 -0.416 -2.468 0.11
H 7.363 -1.779 -3.904 0.14
H 7.689 -0.232 -3.187 0.14
H 8.394 -3.703 -2.974 0.13
H 7.333 -3.527 -1.631 0.14
H 9.473 -3.735 -0.137 0.12
H 10.466 -3.883 -1.465 0.10
H 8.161 -5.790 -0.661 0.07
H 9.844 -6.225 -0.811 0.08
H 8.894 -6.051 -2.232 0.09
C 1.902 2.609 -7.194 -0.09
C 0.535 1.896 -7.143 -0.23
C -0.445 2.261 -8.282 -0.17
C -1.718 1.438 -8.151 -0.11
N -2.733 1.685 -9.280 -0.20
C -4.018 0.928 -8.862 -0.04
C -3.962 -0.404 -9.652 -0.13
C -2.589 -0.478 -10.296 -0.15
C -2.294 0.994 -10.519 -0.11
C -2.983 3.160 -9.570 -0.12
C -3.484 3.974 -8.382 -0.24
C -4.081 5.304 -8.862 -0.08
H 1.833 3.654 -6.908 0.07
H 2.406 2.532 -8.150 0.08
H 2.522 2.247 -6.380 0.06
H 0.063 2.209 -6.218 0.08
H 0.650 0.816 -7.213 0.10
H -0.004 2.052 -9.277 0.13
H -0.686 3.299 -8.238 0.10
H -2.201 1.646 -7.228 0.11
H -1.538 0.366 -8.205 0.12
H -4.814 1.603 -9.192 0.14
H -4.064 0.772 -7.789 0.10
H -4.659 -0.530 -10.474 0.13
H -4.119 -1.229 -8.996 0.10
H -2.705 -1.020 -11.220 0.13
H -1.866 -0.960 -9.597 0.12
H -2.994 1.297 -11.348 0.17
H -1.258 1.231 -10.795 0.14
H -3.807 3.187 -10.261 0.13
H -2.100 3.554 -10.047 0.14
H -2.643 4.235 -7.705 0.11
H -4.191 3.452 -7.731 0.12
H -4.876 4.990 -9.563 0.09
H -3.323 5.964 -9.353 0.10
H -4.583 5.890 -8.103 0.07
C 4.906 3.894 -2.129 -0.11
C 3.881 4.990 -2.373 -0.27
C 3.763 5.905 -1.158 -0.18
C 2.404 6.685 -1.141 -0.05
N 2.208 7.650 0.084 -0.24
C 0.823 8.140 0.147 -0.08
C 0.092 6.877 0.784 -0.13
C 1.124 6.000 1.528 -0.12
C 2.385 6.868 1.351 -0.09
C 3.200 8.782 0.040 -0.14
C 3.333 9.490 -1.279 -0.24
C 4.159 10.772 -1.204 -0.07
H 4.983 3.132 -2.970 0.09
H 4.657 3.384 -1.188 0.05
H 5.901 4.353 -2.010 0.09
H 2.902 4.517 -2.595 0.11
H 4.182 5.539 -3.249 0.11
H 4.657 6.540 -1.168 0.13
H 3.914 5.209 -0.327 0.10
H 1.586 5.987 -1.013 0.11
H 2.280 7.126 -2.136 0.14
H 0.627 9.020 0.763 0.15
H 0.519 8.338 -0.895 0.14
H -0.653 7.104 1.538 0.11
H -0.400 6.366 -0.035 0.10
H 0.814 5.958 2.587 0.13
H 1.155 5.044 1.000 0.10
H 2.371 7.595 2.175 0.15
H 3.353 6.457 1.295 0.10
H 4.121 8.338 0.414 0.14
H 2.849 9.511 0.781 0.14
H 2.300 9.703 -1.665 0.13
H 3.828 8.783 -1.985 0.11
H 3.888 11.350 -0.305 0.09
H 4.032 11.411 -2.094 0.10
H 5.205 10.543 -0.983 0.09
C -7.083 -0.186 -0.395 -0.08
C -7.701 -0.461 1.015 -0.22
C -6.634 -0.549 2.135 -0.16
C -7.283 -0.663 3.528 -0.14
N -6.349 -0.611 4.644 -0.23
C -7.069 -0.551 5.932 -0.11
C -6.070 0.030 6.942 -0.12
C -5.277 1.091 6.143 -0.13
C -5.574 0.709 4.684 -0.09
C -5.423 -1.889 4.643 -0.08
C -6.187 -3.256 4.764 -0.19
C -5.060 -4.265 5.156 -0.09
H -6.347 -0.936 -0.614 0.06
H -6.610 0.770 -0.502 0.03
H -7.860 -0.167 -1.158 0.09
H -8.347 -1.346 0.972 0.12
H -8.450 0.330 1.250 0.10
H -5.982 0.301 2.021 0.10
H -6.055 -1.454 1.958 0.11
H -7.897 -1.583 3.606 0.15
H -8.003 0.147 3.692 0.13
H -7.491 -1.528 6.202 0.14
H -7.849 0.156 5.734 0.13
H -5.337 -0.727 7.154 0.09
H -6.519 0.484 7.866 0.15
H -4.243 0.941 6.364 0.09
H -5.589 2.153 6.338 0.14
H -4.697 0.456 4.103 0.12
H -6.143 1.544 4.252 0.13
H -4.727 -1.711 5.499 0.13
H -4.740 -1.893 3.744 0.13
H -6.715 -3.620 3.880 0.11
H -6.894 -3.216 5.610 0.10
H -5.399 -5.313 5.010 0.10
H -4.832 -4.153 6.198 0.07
H -4.166 -4.133 4.517 0.05
C 2.350 0.450 2.234 -0.10
C 2.337 1.433 1.038 -0.21
C 1.528 0.828 -0.185 -0.16
C 0.055 0.650 0.144 -0.15
N -0.801 0.317 -1.014 -0.16
C -0.586 -1.116 -1.418 -0.13
C -1.244 -1.998 -0.391 -0.14
C -2.465 -1.175 0.098 -0.11
C -2.303 0.207 -0.547 -0.05
C -0.662 1.213 -2.323 -0.08
C -0.853 2.685 -2.093 -0.23
C -0.861 3.390 -3.437 -0.08
H 3.165 0.661 2.897 0.06
H 2.386 -0.602 1.969 0.06
H 1.452 0.550 2.823 0.05
H 3.331 1.638 0.617 0.09
H 1.931 2.355 1.410 0.08
H 2.014 -0.160 -0.391 0.12
H 1.696 1.566 -0.964 0.09
H -0.294 1.579 0.607 0.10
H -0.060 -0.123 0.916 0.13
H -1.117 -1.207 -2.362 0.09
H 0.502 -1.165 -1.592 0.13
H -1.590 -2.971 -0.743 0.10
H -0.541 -2.222 0.403 0.09
H -3.369 -1.565 -0.339 0.11
H -2.447 -1.165 1.174 0.10
H -2.815 0.274 -1.522 0.11
H -2.590 0.976 0.112 0.10
H -1.396 0.813 -3.001 0.09
H 0.361 1.030 -2.687 0.14
H -0.080 3.100 -1.448 0.10
H -1.753 2.921 -1.495 0.11
H 0.037 3.173 -4.019 0.07
H -0.938 4.426 -3.263 0.06
H -1.736 3.125 -4.036 0.08
C -0.866 -8.382 -7.874 -0.10
C -0.044 -7.148 -7.643 -0.26
C -0.245 -6.701 -6.222 -0.18
C -1.707 -6.206 -6.079 -0.12
N -2.020 -5.647 -4.735 -0.22
C -1.866 -6.666 -3.700 -0.13
C -2.680 -6.147 -2.529 -0.16
C -3.943 -5.507 -3.128 -0.10
C -3.539 -5.363 -4.614 -0.04
C -1.059 -4.500 -4.398 -0.11
C -0.719 -3.503 -5.478 -0.21
C 0.484 -2.647 -5.007 -0.07
H -1.932 -8.348 -7.683 0.07
H -0.393 -9.211 -7.332 0.09
H -0.769 -8.720 -8.889 0.08
H -0.401 -6.356 -8.315 0.12
H 0.969 -7.423 -7.849 0.11
H 0.445 -5.878 -5.939 0.11
H 0.034 -7.570 -5.608 0.13
H -2.501 -6.914 -6.208 0.11
H -1.925 -5.432 -6.823 0.14
H -0.830 -6.827 -3.436 0.13
H -2.256 -7.617 -4.164 0.17
H -2.092 -5.455 -1.925 0.09
H -2.981 -6.929 -1.876 0.11
H -4.144 -4.552 -2.651 0.10
H -4.790 -6.150 -2.989 0.12
H -3.789 -4.446 -5.159 0.12
H -3.982 -6.163 -5.202 0.13
H -0.153 -5.004 -4.136 0.11
H -1.498 -4.052 -3.521 0.13
H -1.605 -2.988 -5.835 0.10
H -0.285 -4.019 -6.351 0.10
H 0.290 -2.038 -4.105 0.05
H 0.832 -1.949 -5.768 0.07
H 1.344 -3.292 -4.771 0.08
C 3.392 1.269 7.646 0.03
N 3.938 0.765 8.911 -0.08
C 4.901 1.503 9.516 0.03
C 5.509 1.056 10.650 0.06
C 5.216 -0.216 11.209 -0.07
C 4.243 -0.975 10.503 0.05
C 3.598 -0.451 9.406 0.02
C 5.889 -0.785 12.393 -0.13
C 6.491 0.109 13.283 0.07
C 7.022 -0.381 14.447 0.04
N 6.971 -1.704 14.719 -0.05
C 6.443 -2.564 13.825 0.05
C 5.892 -2.131 12.624 0.05
C 7.410 -2.118 16.097 0.09
H 3.715 2.299 7.536 0.10
H 2.314 1.061 7.570 0.12
H 3.800 0.734 6.779 0.11
H 5.116 2.461 9.040 0.16
H 6.332 1.609 11.047 0.13
H 3.851 -1.968 10.761 0.14
H 2.823 -1.011 8.887 0.16
H 6.491 1.173 13.179 0.13
H 7.508 0.228 15.174 0.16
H 6.391 -3.572 14.254 0.17
H 5.487 -2.928 12.001 0.14
H 8.462 -1.990 16.126 0.11
H 7.156 -3.155 16.206 0.11
H 6.941 -1.470 16.807 0.12
As -3.302 -5.210 1.457 0.90
F -4.446 -3.994 1.929 -0.25
F -1.960 -3.977 1.547 -0.30
F -2.036 -6.383 0.868 -0.29
F -4.627 -6.351 1.374 -0.23
F -3.588 -4.748 -0.216 -0.26
F -2.839 -5.636 3.174 -0.29
As -1.591 2.798 3.218 0.84
F -1.772 4.450 3.679 -0.24
F 0.060 2.739 3.775 -0.26
F -1.387 1.005 2.680 -0.33
F -3.238 2.623 2.626 -0.28
F -1.122 3.368 1.583 -0.29
F -2.094 2.126 4.769 -0.27
As -3.858 -0.571 -4.584 0.77
F -3.324 1.078 -4.559 -0.25
F -4.455 -0.383 -2.947 -0.26
F -4.245 -2.249 -4.582 -0.23
F -3.325 -0.820 -6.244 -0.26
F -2.283 -0.980 -3.959 -0.26
F -5.451 -0.123 -5.241 -0.25
```

---

No. 2
C32H60BN2O4P2V | ωB97M-V/def2-TZVPD

Properties
⟨S²⟩ ... 0.76
Molecular weight ... 660.5 g/mol
E_tot ... -3317.0914 Eh
Charge ... +1
Gap between HOMO and LUMO (alpha / beta) ... 7.511 / 7.214 eV
Multiplicity ... 2

Geometry as XYZ:
```
102
Properties=species:S:1:pos:R:3:lowdin_spin:R:1
V -0.449 0.160 -0.487 1.00
C -0.388 2.041 2.911 0.00
C 1.101 1.813 2.626 0.00
O 1.383 0.456 2.383 0.00
C 1.303 -0.356 3.536 0.00
C 1.235 -1.802 3.069 0.00
O 0.360 -1.918 1.955 0.00
C -0.824 -2.648 2.194 0.00
C -1.776 -2.415 1.033 0.00
O -2.145 -1.051 0.846 0.00
C -2.912 -0.465 1.880 0.00
C -2.076 0.388 2.824 0.00
O -1.196 1.214 2.079 0.00
H -0.637 3.090 2.731 0.00
H -0.602 1.829 3.961 0.00
H 1.685 2.200 3.469 0.00
H 1.414 2.337 1.724 0.00
H 0.419 -0.107 4.132 0.00
H 2.189 -0.212 4.164 0.00
H 0.911 -2.443 3.893 0.00
H 2.226 -2.126 2.756 0.00
H -1.290 -2.344 3.139 0.00
H -0.611 -3.722 2.258 0.00
H -2.671 -3.027 1.178 0.00
H -1.282 -2.699 0.106 0.00
H -3.434 -1.231 2.460 0.00
H -3.656 0.165 1.394 0.00
H -1.502 -0.241 3.510 0.00
H -2.764 0.998 3.421 0.00
C -0.147 -4.854 -1.204 0.00
C 0.459 -3.987 -2.320 0.00
C -0.683 -3.471 -3.211 0.00
C 1.392 -4.865 -3.154 0.00
P 1.246 -2.428 -1.574 0.00
C 1.718 -1.524 -3.125 0.00
N 0.663 -0.601 -3.453 0.00
B -0.199 0.102 -2.537 -0.01
N -0.990 0.928 -3.412 0.00
C -2.034 1.820 -3.008 0.00
P -1.843 2.111 -1.187 0.00
C -0.912 3.754 -1.164 0.00
C -0.666 4.147 0.296 0.00
C -1.579 4.920 -1.893 0.00
C 0.447 3.452 -1.817 0.00
C -3.662 2.342 -0.719 0.00
C -3.771 2.771 0.750 0.00
C -4.287 0.943 -0.910 0.00
C -4.422 3.339 -1.595 0.00
C -0.636 0.732 -4.738 0.00
C -1.120 1.302 -5.904 0.00
C -0.538 0.915 -7.106 0.00
C 0.495 -0.016 -7.133 0.00
C 0.984 -0.587 -5.965 0.00
C 0.409 -0.209 -4.761 0.00
C 2.974 -2.828 -0.913 0.00
C 2.862 -3.940 0.137 0.00
C 3.422 -1.512 -0.251 0.00
C 4.028 -3.241 -1.942 0.00
H -0.408 -5.833 -1.611 0.00
H -1.064 -4.414 -0.810 0.00
H 0.544 -5.013 -0.376 0.00
H -1.359 -4.296 -3.447 0.00
H -0.312 -3.066 -4.154 0.00
H -1.263 -2.686 -2.715 0.00
H 0.787 -5.588 -3.708 0.00
H 2.081 -5.428 -2.524 0.00
H 1.968 -4.299 -3.886 0.00
H 1.874 -2.230 -3.941 0.00
H 2.659 -0.993 -2.962 0.00
H -3.017 1.388 -3.206 0.00
H -1.971 2.762 -3.558 0.00
H -1.593 4.344 0.831 0.00
H -0.053 5.051 0.340 0.00
H -0.134 3.346 0.806 0.00
H -2.376 5.361 -1.298 0.00
H -1.988 4.643 -2.864 0.00
H -0.830 5.696 -2.066 0.00
H 0.921 2.573 -1.366 0.00
H 1.112 4.307 -1.675 0.00
H 0.353 3.269 -2.889 0.00
H -3.060 2.232 1.376 0.00
H -4.782 2.582 1.121 0.00
H -3.584 3.839 0.864 0.00
H -3.580 0.137 -0.694 0.00
H -4.643 0.805 -1.931 0.00
H -5.153 0.828 -0.254 0.00
H -4.157 4.370 -1.369 0.00
H -5.493 3.226 -1.403 0.00
H -4.261 3.166 -2.660 0.00
H -1.924 2.027 -5.886 0.00
H -0.889 1.347 -8.034 0.00
H 0.927 -0.298 -8.084 0.00
H 1.799 -1.299 -6.007 0.00
H 1.989 -3.801 0.775 0.00
H 3.755 -3.956 0.767 0.00
H 2.780 -4.917 -0.342 0.00
H 2.630 -1.071 0.359 0.00
H 3.713 -0.773 -1.000 0.00
H 4.291 -1.688 0.389 0.00
H 3.774 -4.177 -2.436 0.00
H 4.978 -3.390 -1.421 0.00
H 4.194 -2.483 -2.707 0.00
```

---

No. 3
C11H11BrF6MnN6O2Sb | ωB97M-V/def2-TZVPD

Properties
ΔE to the lowest compared entry with this formula, charge and spin ... 0.3097 eV
⟨S²⟩ ... 6.05
Molecular weight ... 629.8 g/mol
E_tot ... -5469.5480 Eh
Gap between HOMO and LUMO (alpha / beta) ... 8.183 / 8.674 eV
Multiplicity ... 5

Geometry as XYZ:
```
39
Properties=species:S:1:pos:R:3:lowdin_spin:R:1
Mn 0.002 0.805 -0.145 3.79
N -4.073 0.589 0.217 0.01
C -3.966 1.463 1.283 0.00
C -2.658 1.823 1.350 0.00
N -1.975 1.180 0.351 -0.01
C -2.850 0.443 -0.305 0.01
C -2.319 -0.385 -1.368 0.01
N -1.024 -0.280 -1.575 0.00
C -0.684 -1.179 -2.550 0.00
C -1.814 -1.822 -2.948 0.00
N -2.847 -1.306 -2.184 0.01
H -4.910 0.116 -0.071 0.00
H -4.819 1.745 1.873 0.00
H -2.153 2.489 2.026 0.00
H 0.340 -1.303 -2.859 0.00
H -1.982 -2.590 -3.680 0.00
H -3.805 -1.608 -2.217 0.00
F 1.426 0.793 -1.162 0.09
Sb 3.588 -1.857 -0.323 0.00
F 4.126 -0.281 -1.160 0.00
F 5.025 -1.741 0.894 0.00
F 2.037 -1.950 -1.393 0.00
F 2.920 -3.347 0.647 0.00
F 4.556 -2.955 -1.489 0.00
Br 0.662 2.660 1.141 0.01
C 3.133 -2.000 3.331 0.00
N 1.770 -1.802 2.829 0.00
C 0.723 -2.387 3.489 0.00
C -0.528 -2.310 3.023 0.00
C -0.786 -1.566 1.804 0.01
O -1.895 -1.538 1.280 0.00
N 0.301 -0.908 1.225 0.05
C 1.531 -1.140 1.666 0.01
O 2.541 -0.699 1.003 0.00
H 3.098 -1.949 4.417 0.00
H 3.775 -1.216 2.947 0.00
H 3.520 -2.961 2.997 0.00
H 0.989 -2.919 4.392 0.00
H -1.352 -2.791 3.525 0.00
```

---

No. 4
CH11N3O3 | ωB97M-V/def2-TZVPD

Properties
ΔE to the lowest compared entry with this formula, charge and spin ... 8.1702 eV
Molecular weight ... 113.1 g/mol
E_tot ... -434.4205 Eh
Gap between HOMO and LUMO ... 4.194 eV
Multiplicity ... 1

Geometry as XYZ:
```
18
Properties=species:S:1:pos:R:3:nbo_charge:R:1
N 1.912 -0.808 0.788 -0.81
C 0.966 -0.921 -0.365 0.10
N 0.786 0.228 -1.095 -0.44
N -0.281 -1.357 0.213 -0.65
H 2.770 -1.322 0.865 0.40
H 1.804 0.112 1.199 0.42
H 1.707 0.527 -1.434 0.36
H 1.268 -1.822 -0.997 0.35
H -0.238 -2.289 0.597 0.38
H 0.611 1.381 0.456 0.45
H -0.043 2.515 1.093 0.50
O 0.816 2.066 1.112 -0.95
H -3.422 -0.653 0.212 0.44
H -1.172 -1.011 -0.188 0.45
O -2.772 -0.567 -0.498 -0.99
H -0.901 1.316 -1.039 0.46
H -2.173 0.885 -0.350 0.49
O -1.639 1.720 -0.568 -0.96
```

---

Which of these has the lowest molecular weight? CH11N3O3